[1]
Molecular formula: C30H27Cl2GeN3O7SeTc
Method: DFT, wB97M-V/def2-TZVPD

Each line ends with the Löwdin spin population.
Atoms and positions in Å:
Tc  -0.871  -0.844  0.765  1.1182
C  -0.996  -3.400  4.302  0.0077
C  -0.777  -2.935  3.002  -0.0079
N  -0.975  -1.679  2.655  0.0067
C  -1.403  -0.793  3.593  -0.0078
C  -1.651  -1.178  4.925  0.0009
C  -1.426  -2.529  5.265  -0.0068
C  -2.136  -0.211  5.833  -0.0568
C  -2.418  1.054  5.390  0.0030
C  -2.204  1.432  4.058  -0.0585
C  -1.639  0.548  3.155  0.0120
N  -1.344  0.755  1.820  -0.1580
C  -1.353  1.961  1.140  0.0087
C  -1.336  3.252  1.641  -0.0498
C  -1.454  4.353  0.783  0.0027
C  -1.591  4.202  -0.571  -0.0502
C  -1.548  2.910  -1.137  0.0002
C  -1.711  2.648  -2.515  -0.0039
C  -1.695  1.353  -2.959  0.0075
C  -1.434  0.321  -2.050  -0.0043
N  -1.234  0.538  -0.764  0.0085
C  -1.363  1.804  -0.284  -0.0109
H  -0.820  -4.440  4.532  0.0007
H  -0.429  -3.601  2.224  -0.0008
H  -1.607  -2.860  6.279  -0.0003
H  -2.308  -0.483  6.865  -0.0028
H  -2.829  1.783  6.075  0.0014
H  -2.521  2.411  3.739  -0.0034
H  -1.195  3.434  2.694  -0.0025
H  -1.452  5.346  1.211  0.0012
H  -1.714  5.061  -1.218  -0.0025
H  -1.864  3.473  -3.198  -0.0002
H  -1.869  1.111  -3.997  0.0005
H  -1.368  -0.706  -2.387  -0.0006
O  -3.747  -5.517  -2.087  0.0168
C  -3.220  -4.502  -1.730  0.0039
C  -1.738  -4.155  -1.850  0.0063
O  -0.932  -4.636  -2.610  0.0213
C  -1.557  -3.079  -0.874  0.0014
C  -2.782  -2.573  -0.431  -0.0084
O  -2.761  -1.565  0.381  0.0869
C  -3.899  -3.350  -0.985  0.0038
O  -5.088  -3.160  -0.895  0.0121
O  -0.481  -2.545  -0.401  0.0808
C  4.234  -0.040  -4.369  -0.0001
Ge  2.931  1.259  -3.669  -0.0003
C  1.395  1.307  -4.903  0.0000
C  3.673  3.078  -3.455  -0.0001
C  2.375  0.682  -1.848  -0.0006
Se  1.448  -1.032  -1.800  -0.0109
C  2.885  -2.148  -1.148  -0.0017
H  4.595  0.272  -5.349  0.0000
H  3.755  -1.012  -4.483  0.0000
H  5.091  -0.150  -3.704  0.0000
H  1.737  1.544  -5.910  0.0000
H  0.666  2.061  -4.607  0.0000
H  0.902  0.335  -4.926  -0.0001
H  4.026  3.475  -4.407  0.0000
H  4.504  3.084  -2.751  0.0000
H  2.900  3.747  -3.076  0.0000
H  1.698  1.421  -1.414  -0.0001
H  3.241  0.604  -1.196  0.0000
H  3.647  -2.258  -1.915  -0.0005
H  2.445  -3.114  -0.913  -0.0001
H  3.295  -1.698  -0.247  0.0000
Cl  2.088  1.770  3.087  0.0006
C  2.906  0.252  2.655  -0.0011
Cl  4.172  0.536  1.456  0.0004
C  1.842  -0.744  2.123  0.0039
O  1.778  -1.834  2.663  0.0038
O  1.125  -0.273  1.171  0.0301
H  3.382  -0.132  3.550  -0.0001

Calculated values
- Frontier orbital gap (spin up / spin down): 4.4084 / 5.7383 eV
- Electronic energy: -7329.9219 Ha
- ΔE to the lowest compared entry with this formula, charge and spin: 16.3 kcal per mole
- E_LUMO (spin up / spin down): -2.9 / -1.6 eV
- 2S+1: 2
- ⟨S²⟩: 1.04



[2]
Molecular formula: C30H27F5FeN3O5S
Method: DFT, wB97M-V/def2-TZVPD

Each line ends with the Löwdin spin population.
Atoms and positions in Å:
Fe  1.205  0.520  0.013  3.7278
O  -0.875  1.645  -0.294  0.0177
C  -2.115  1.119  0.160  0.0017
C  -1.742  -0.172  1.004  0.0067
O  -2.675  -0.884  1.364  0.0065
O  -0.511  -0.295  1.250  0.0429
C  -2.978  0.813  -1.050  0.0006
C  -3.079  -0.463  -1.587  0.0015
C  -3.839  -0.694  -2.725  0.0005
C  -4.499  0.355  -3.352  0.0003
C  -4.373  1.640  -2.844  0.0001
C  -3.617  1.868  -1.706  0.0004
C  -2.776  2.050  1.150  0.0004
C  -4.141  1.951  1.419  0.0001
C  -4.730  2.776  2.362  0.0000
C  -3.967  3.704  3.060  0.0000
C  -2.603  3.783  2.820  0.0000
C  -2.011  2.964  1.871  0.0003
H  -1.017  2.475  -0.765  0.0010
H  -2.567  -1.284  -1.104  0.0009
H  -3.907  -1.695  -3.132  0.0002
H  -5.094  0.173  -4.238  0.0000
H  -4.862  2.470  -3.341  0.0000
H  -3.525  2.876  -1.317  0.0001
H  -4.727  1.215  0.887  0.0000
H  -5.794  2.697  2.556  0.0000
H  -4.432  4.354  3.792  0.0000
H  -1.996  4.489  3.375  0.0000
H  -0.947  3.020  1.683  0.0000
O  4.546  1.362  0.567  0.0434
S  3.954  0.243  -0.288  0.2046
N  3.062  -0.668  0.767  0.3429
C  1.637  -1.970  2.778  0.0013
C  1.782  -2.683  1.431  0.0376
C  0.396  -3.177  1.003  0.0150
C  2.341  -1.721  0.392  0.2381
C  2.816  -3.796  1.456  0.0241
C  3.904  -3.764  2.346  0.0374
C  4.877  -4.747  2.341  0.0043
C  4.816  -5.810  1.446  0.0406
C  3.751  -5.852  0.545  0.0131
C  2.780  -4.870  0.550  0.0215
H  0.836  -1.234  2.690  0.0000
H  2.548  -1.434  3.035  -0.0004
H  1.395  -2.686  3.569  0.0002
H  -0.293  -2.335  1.010  0.0026
H  0.031  -3.943  1.697  0.0015
H  0.408  -3.593  -0.006  0.0023
H  2.315  -2.073  -0.647  0.0276
H  3.992  -2.950  3.053  0.0052
H  5.695  -4.689  3.052  -0.0009
H  5.575  -6.583  1.450  0.0042
H  3.678  -6.678  -0.155  0.0000
H  1.976  -4.942  -0.171  0.0005
N  1.837  2.062  2.843  0.0067
N  2.108  2.116  1.417  0.0331
H  2.299  1.215  3.160  0.0001
H  0.843  1.869  2.924  0.0007
H  3.129  2.001  1.268  0.0005
H  1.857  3.038  1.080  0.0013
F  -0.204  1.770  -6.602  0.0004
C  0.194  1.909  -5.316  0.0009
C  0.283  0.811  -4.480  0.0023
F  -0.030  -0.408  -4.942  0.0014
C  0.700  0.983  -3.177  0.0065
F  0.776  -0.102  -2.361  0.0259
C  1.050  2.235  -2.600  0.0057
O  1.419  2.358  -1.390  0.0345
C  0.929  3.316  -3.508  0.0022
F  1.212  4.563  -3.080  0.0005
C  0.523  3.158  -4.821  0.0007
F  0.450  4.229  -5.632  0.0003

Calculated values
- Frontier orbital gap (spin up / spin down): 2.6098 / 4.7223 eV
- Electronic energy: -3861.0572 Ha
- ΔE to the lowest compared entry with this formula, charge and spin: 0.0 kcal per mole
- E_LUMO (spin up / spin down): 4.3 / 4.3 eV
- 2S+1: 6
- Total charge: -2
- ⟨S²⟩: 8.77



[3]
Molecular formula: C30H27F6FeN3OPS
Method: DFT, wB97M-V/def2-TZVPD

Each line ends with the Löwdin spin population.
Atoms and positions in Å:
Fe  0.461  -0.440  0.482  4.1294
C  0.063  -0.912  3.752  0.0081
N  0.937  -0.857  2.576  0.0746
C  2.179  -1.153  2.691  0.0078
C  2.995  -1.159  1.525  0.0106
C  4.355  -1.314  1.337  0.0258
C  4.580  -1.155  -0.046  0.0147
C  3.343  -0.919  -0.622  0.0243
N  2.371  -0.932  0.325  0.1032
C  -0.284  0.455  4.294  0.0000
C  -0.953  1.381  3.498  -0.0003
C  -1.290  2.628  3.998  0.0001
C  -0.964  2.964  5.306  0.0000
C  -0.301  2.048  6.107  0.0000
C  0.041  0.799  5.600  0.0002
H  0.539  -1.513  4.531  0.0022
H  -0.855  -1.417  3.454  0.0009
H  2.612  -1.415  3.657  0.0021
H  5.087  -1.503  2.107  0.0019
H  5.524  -1.202  -0.565  0.0012
H  3.108  -0.765  -1.665  0.0008
H  -1.218  1.130  2.476  -0.0001
H  -1.798  3.342  3.363  0.0000
H  -1.221  3.940  5.697  0.0000
H  -0.050  2.299  7.130  0.0000
H  0.567  0.088  6.227  0.0001
C  1.067  -0.562  -3.515  0.0212
P  -0.002  -0.918  -2.079  0.0908
C  -0.508  -2.616  -2.472  0.0089
C  -1.664  -2.910  -3.186  0.0037
C  -1.980  -4.229  -3.479  0.0006
C  -1.144  -5.254  -3.063  0.0015
C  0.012  -4.965  -2.348  0.0000
C  0.326  -3.650  -2.048  0.0022
C  -1.475  0.103  -2.402  0.0055
C  -1.491  1.061  -3.411  0.0044
C  -2.582  1.907  -3.563  -0.0002
C  -3.664  1.808  -2.706  0.0038
C  -3.657  0.855  -1.694  -0.0006
C  -2.566  0.017  -1.538  0.0035
H  1.497  0.438  -3.471  0.0002
H  0.474  -0.677  -4.421  0.0043
H  1.877  -1.292  -3.525  0.0002
H  -2.329  -2.114  -3.498  0.0001
H  -2.890  -4.455  -4.019  0.0001
H  -1.396  -6.282  -3.289  0.0001
H  0.660  -5.765  -2.013  0.0000
H  1.214  -3.424  -1.465  0.0000
H  -0.655  1.162  -4.091  0.0005
H  -2.579  2.650  -4.351  -0.0001
H  -4.508  2.476  -2.816  0.0002
H  -4.498  0.765  -1.020  -0.0001
H  -2.578  -0.715  -0.746  0.0003
S  -0.640  -2.550  1.020  0.1199
C  -2.124  -2.884  0.282  0.0214
N  -3.159  -3.125  -0.174  0.0326
C  1.505  2.520  -1.376  0.0045
C  0.626  2.474  -0.130  0.0250
O  0.000  1.244  0.010  0.2237
C  1.503  2.868  1.111  0.0033
F  0.814  3.497  2.067  0.0005
F  2.526  3.664  0.768  0.0011
F  2.036  1.773  1.668  0.0013
C  -0.492  3.533  -0.262  0.0045
F  -1.092  3.431  -1.457  0.0004
F  0.013  4.777  -0.174  0.0018
F  -1.438  3.398  0.670  0.0009
H  2.323  1.808  -1.254  -0.0001
H  1.916  3.511  -1.547  0.0005
H  0.894  2.228  -2.228  0.0001

Calculated values
- Frontier orbital gap (spin up / spin down): 8.6643 / 7.1027 eV
- Electronic energy: -4001.4129 Ha
- E_LUMO (spin up / spin down): 0.2 / -1.3 eV
- 2S+1: 6
- ⟨S²⟩: 8.76